Record 1
Molecular formula: C3H7NO2
Method: DFT, ωB97M-V with the def2-TZVPD basis set

Calculated values
Total charge   0
ΔE to the lowest compared entry with this formula, charge and spin   103.3 kcal/mol
Structure (SMILES)   NC1[C@@H](O)[C@@H]1O

Each line ends with the natural charge from an NBO analysis.
Atoms and positions in Å:
C: -0.408 -0.580 -0.339  -0.099
C: 0.257 0.827 -0.386  0.058
C: 0.813 -0.030 0.497  0.020
H: -2.259 -1.239 -0.667  0.383
H: -1.744 -1.485 0.905  0.364
H: -0.049 -1.272 -1.030  0.194
H: 0.912 1.356 -1.226  0.193
H: -1.079 1.488 0.687  0.465
H: 0.902 0.121 1.553  0.197
H: 2.666 0.167 -0.028  0.457
N: -1.638 -0.754 0.076  -0.841
O: -0.476 1.927 0.030  -0.684
O: 2.102 -0.525 -0.073  -0.707



Record 2
Molecular formula: C3H7NO2
Method: DFT, ωB97M-V with the def2-TZVPD basis set

Calculated values
Total charge   0
ΔE to the lowest compared entry with this formula, charge and spin   99.2 kcal/mol

Each line ends with the natural charge from an NBO analysis.
Atoms and positions in Å:
C: -2.075 -0.275 0.046  -0.138
C: 1.620 -0.812 0.131  -0.267
C: 0.130 0.804 -0.689  0.519
N: -1.214 -0.527 -0.796  -0.432
O: 0.041 1.739 0.339  -0.696
O: 1.269 0.170 -0.752  -0.516
H: -2.804 -1.131 0.108  0.178
H: -2.194 0.727 0.524  0.166
H: 1.546 -0.445 1.283  0.141
H: 2.776 -1.058 0.029  0.211
H: 0.996 -1.758 0.159  0.203
H: -0.095 1.356 -1.541  0.160
H: 0.005 1.210 1.159  0.470



Record 3
Molecular formula: C3H7NO2
Method: DFT, ωB97M-V with the def2-TZVPD basis set

Calculated values
Total charge   0
ΔE to the lowest compared entry with this formula, charge and spin   51.0 kcal/mol
Structure (SMILES)   CO/C=C(\N)O

Each line ends with the natural charge from an NBO analysis.
Atoms and positions in Å:
C: 1.746 1.044 -0.126  -0.240
O: 0.810 0.568 0.817  -0.542
C: 0.236 -0.622 0.424  -0.135
C: -1.055 -0.689 0.071  0.444
O: -1.577 -1.850 -0.398  -0.664
N: -1.965 0.325 0.198  -0.818
H: 1.273 1.252 -1.094  0.167
H: 2.553 0.318 -0.287  0.167
H: 2.166 1.969 0.273  0.186
H: 0.787 -1.526 0.663  0.165
H: -0.781 -2.390 -0.517  0.483
H: -2.647 0.414 -0.539  0.387
H: -1.546 1.186 0.517  0.398



Record 4
Molecular formula: C3H7NO2
Method: DFT, ωB97M-V with the def2-TZVPD basis set

Calculated values
Total charge   0
ΔE to the lowest compared entry with this formula, charge and spin   21.4 kcal/mol
Structure (SMILES)   C[C@H](N)C(=O)O

Each line ends with the natural charge from an NBO analysis.
Atoms and positions in Å:
O: 1.914 0.300 0.779  -0.568
C: 1.087 -0.492 0.458  0.782
O: 1.240 -1.837 0.679  -0.682
C: -0.214 -0.194 -0.231  -0.170
C: -0.151 1.172 -0.956  -0.612
N: -1.425 -0.511 0.588  -0.793
H: 1.872 -1.896 1.410  0.489
H: -0.408 -0.886 -1.056  0.212
H: -1.173 1.364 -1.286  0.200
H: 0.477 1.039 -1.833  0.218
H: 0.203 1.985 -0.337  0.223
H: -1.293 -0.174 1.542  0.348
H: -2.131 0.132 0.244  0.352



Record 5
Molecular formula: C3H7NO2
Method: DFT, ωB97M-V with the def2-TZVPD basis set

Calculated values
Total charge   0
ΔE to the lowest compared entry with this formula, charge and spin   14.1 kcal/mol
Structure (SMILES)   NC(=O)CCO

Each line ends with the natural charge from an NBO analysis.
Atoms and positions in Å:
N: 0.411 0.670 -1.608  -0.837
C: -0.426 -0.361 -1.289  0.676
O: -1.140 -0.908 -2.110  -0.611
C: -0.424 -0.774 0.178  -0.538
C: -0.217 0.363 1.184  -0.074
O: 1.150 0.590 1.509  -0.727
H: 1.127 0.972 -0.965  0.404
H: 0.522 0.878 -2.591  0.404
H: 0.368 -1.522 0.331  0.231
H: -1.378 -1.281 0.351  0.241
H: -0.592 1.302 0.765  0.189
H: -0.803 0.150 2.087  0.173
H: 1.403 -0.079 2.158  0.470



Record 6
Molecular formula: C3H7NO2
Method: DFT, ωB97M-V with the def2-TZVPD basis set

Calculated values
Total charge   0
ΔE to the lowest compared entry with this formula, charge and spin   129.4 kcal/mol
Structure (SMILES)   C=CO.NC=O

Each line ends with the natural charge from an NBO analysis.
Atoms and positions in Å:
C: -1.548 0.916 1.323  -0.810
C: -0.286 1.223 1.810  0.360
O: 0.766 0.364 1.611  -0.662
H: -2.104 0.211 1.936  0.256
H: -1.649 0.788 0.244  0.221
H: 0.038 2.114 2.349  0.155
H: 1.361 0.524 2.367  0.489
C: 0.171 -0.536 -1.902  0.525
N: 1.205 -1.420 -1.803  -0.880
O: -0.530 -0.338 -2.880  -0.561
H: -0.229 -0.062 -0.998  0.117
H: 1.677 -1.467 -2.700  0.385
H: 1.129 -2.317 -1.356  0.407



no.,orbital gap (eV)
1,9.73
2,9.73
3,8.76
4,10.78
5,10.42
6,7.01